Record 1
Here is a 2-piece molecular cluster, C3H4F2 overall at a distorted geometry from OMol25. Energies are from ωB97M-V with the def2-TZVPD basis set.

Calculated values
- Strongest force on any atom: 2.47 eV/Å
- Net charge: 0
- Multiplicity: 1
- Orbital gap: 10.81 eV

Each line ends with the natural charge from an NBO analysis.
Element x y z (Å)
1 C -1.976 -0.668 -0.747  -0.81
2 C -1.242 0.287 -1.208  0.21
3 C 1.479 0.543 0.510  0.42
4 F 2.789 0.318 0.750  -0.35
5 F 0.672 -0.488 0.913  -0.36
6 H -1.396 -0.983 0.123  0.32
7 H -2.907 -1.190 -0.895  0.28
8 H 1.379 0.761 -0.609  0.16
9 H 1.203 1.419 1.163  0.13



Record 2
Here is C8H9CoI3O4RuS as an isolated structure at a distorted geometry from OMol25. Energies are from ωB97M-V with the def2-TZVPD basis set.

Calculated values
- Strongest force on any atom: 11.89 eV/Å
- Net charge: +4
- Multiplicity: 10
- Orbital gap (alpha / beta): 5.85 / 5.58 eV

Each line ends with the Mulliken spin population.
Element x y z (Å)
1 I -0.992 -2.651 2.283  1.24
2 I 0.320 -4.988 1.711  1.76
3 Co -0.151 -0.443 0.807  2.58
4 Ru -0.434 0.883 -1.216  1.33
5 S -2.153 0.115 0.273  0.59
6 C -1.073 2.125 -2.434  -0.01
7 C 0.811 2.110 -0.467  -0.06
8 C -3.087 -0.947 -0.995  0.01
9 C -3.474 -2.262 -0.395  0.07
10 C -2.320 -1.159 -2.281  0.01
11 C -4.327 -0.028 -1.186  0.02
12 C 1.070 -1.406 0.081  0.10
13 C 0.848 0.041 -2.302  -0.07
14 O 1.516 2.986 -0.178  0.08
15 O -1.406 2.970 -3.180  0.12
16 O 2.136 -1.870 -0.137  -0.01
17 O 1.640 -0.419 -3.017  0.11
18 H -4.205 -2.768 -1.030  0.00
19 H -3.922 -2.187 0.574  -0.01
20 H -2.603 -2.905 -0.320  -0.01
21 H -3.020 -1.337 -3.093  0.00
22 H -1.661 -2.002 -2.140  0.00
23 H -1.752 -0.271 -2.548  0.00
24 H -5.064 -0.452 -1.893  0.01
25 H -4.054 0.965 -1.578  0.00
26 H -4.875 0.145 -0.235  0.00
27 I 0.995 0.514 2.622  1.14



Here are the calculated relative energy (zero: lowest compared OMol25 entry of this formula, charge and spin) numbers, same order: 85.53 12.91 (kcal/mol).
Here are the calculated calculated total energy numbers, same order: -316.2796 -3378.0911 (Ha).